(1)
Computed, not measured: C13H34O10V as an isolated structure in a non-equilibrium geometry, with wB97M-V/def2-TZVPD.

Computed properties:
* charge: -1
* energy relative to the best compared isomer or geometry (same formula, charge and spin): 257.7 kJ/mol

The geometry in XYZ format:
```
58
Properties=species:S:1:pos:R:3:mulliken_charge:R:1
O -0.236 -2.010 -33.211 -0.2078
V 0.825 -1.434 -32.142 0.8959
O 0.912 0.190 -32.200 -0.6496
C 2.344 -2.659 -30.298 0.9624
O 2.631 -1.541 -30.594 -0.6227
O 3.147 -3.318 -29.668 -0.8226
O 1.555 -3.265 -30.988 -0.6180
O 2.422 -1.879 -33.656 -0.4512
H 2.911 -1.209 -34.134 0.2120
H 2.531 -2.674 -34.178 0.1992
C -2.200 -4.894 -33.707 -0.7730
C -2.328 -6.238 -33.057 0.4125
C -1.551 -7.325 -33.871 -0.6869
O -1.947 -6.114 -31.800 -0.4803
H -1.176 -4.528 -33.627 0.0697
H -2.821 -4.102 -33.289 0.0249
H -2.533 -5.089 -34.726 0.3804
H -3.388 -6.489 -33.023 0.3037
H -1.102 -8.172 -33.352 0.3735
H -0.688 -6.836 -34.321 -0.2518
H -2.089 -7.692 -34.746 0.3449
H -2.522 -6.652 -31.252 0.3396
C -2.334 0.406 -32.214 -1.1484
C -2.303 -0.524 -30.964 0.7129
C -3.468 -1.481 -31.004 -1.2022
O -1.076 -1.204 -30.766 -0.3918
H -2.204 -0.175 -33.127 0.2093
H -1.500 1.107 -32.258 0.1135
H -3.262 0.970 -32.305 0.4601
H -2.328 0.223 -30.170 0.1747
H -3.563 -2.108 -30.117 0.4132
H -3.404 -2.149 -31.862 0.1262
H -4.361 -0.912 -31.264 0.4025
H -1.266 -1.956 -30.201 0.2471
C 2.036 -5.095 -35.357 -0.6566
C 1.687 -4.234 -36.558 0.4456
C 0.286 -3.545 -36.344 -0.9035
O 2.598 -3.166 -36.588 -0.5423
H 2.149 -4.486 -34.460 0.0699
H 2.897 -5.761 -35.419 0.3085
H 1.231 -5.782 -35.098 -0.0816
H 1.846 -4.864 -37.433 0.2354
H -0.128 -3.162 -37.276 0.4189
H 0.196 -2.747 -35.608 0.2697
H -0.408 -4.279 -35.933 0.0456
H 2.287 -2.439 -37.132 0.3196
C 2.937 4.270 -32.433 -1.4228
C 1.625 3.681 -31.862 0.8002
C 1.895 2.822 -30.696 -1.3414
O 0.843 4.818 -31.395 -0.5739
H 2.707 4.642 -33.431 0.3986
H 3.726 3.545 -32.629 0.3389
H 3.312 5.156 -31.921 0.3470
H 1.038 3.167 -32.624 0.1626
H 2.597 2.023 -30.933 0.3566
H 0.979 2.314 -30.395 0.2121
H 2.436 3.344 -29.907 0.4068
H 0.685 5.342 -32.184 0.3146
```

(2)
Computed, not measured: C8H8CoNO6 as an isolated structure in a non-equilibrium geometry, with wB97M-V/def2-TZVPD.

Computed properties:
* charge: +1
* spin multiplicity: 4
* energy relative to the best compared isomer or geometry (same formula, charge and spin): 163.5 kJ/mol

The geometry in XYZ format:
```
24
Properties=species:S:1:pos:R:3:mulliken_spin:R:1
O 4.527 -3.020 -2.061 -0.0006
C 3.883 -2.115 -1.793 0.0039
Co 1.143 1.467 -1.691 2.2805
O 2.993 0.242 0.171 0.0162
C 2.226 0.617 -0.592 0.0508
C 0.438 2.586 -0.561 0.0755
O -0.048 3.275 0.225 0.0438
C -0.334 1.037 -2.561 0.1226
O -1.374 1.011 -3.077 0.0421
C 2.178 2.251 -2.887 -0.0732
O 2.820 2.772 -3.693 0.0267
H 1.380 0.217 -2.561 0.3124
C -2.308 -1.707 0.941 0.0024
N -1.516 -0.809 1.753 0.0006
C -1.746 -0.649 3.192 -0.0002
C -0.680 -0.042 1.015 -0.0085
O -0.694 -0.131 -0.227 0.1036
H -3.012 -2.271 1.538 0.0002
H -1.631 -2.405 0.429 0.0008
H -2.849 -1.132 0.179 0.0000
H -0.823 -0.873 3.761 -0.0001
H -2.060 0.388 3.420 -0.0001
H -2.538 -1.341 3.510 0.0003
H 0.029 0.633 1.568 0.0002
```

(3)
Computed, not measured: C6H17AgNO6 as an isolated structure in a non-equilibrium geometry, with wB97M-V/def2-TZVPD.

Computed properties:
* charge: -1
* spin multiplicity: 3

The geometry in XYZ format:
```
31
Properties=species:S:1:pos:R:3:mulliken_spin:R:1
Ag 1.126 -1.008 0.665 0.5193
C -2.389 0.400 2.771 0.0090
C -1.004 0.022 2.503 -0.0086
O -0.765 -1.118 2.083 0.0693
O -0.095 0.820 2.614 -0.0009
H -2.529 1.358 3.273 -0.0002
H -2.827 -0.251 3.528 0.0005
H -2.984 0.400 1.858 0.0000
O 1.986 -3.077 1.268 0.6303
H 1.173 -3.606 1.384 -0.0204
O 2.446 -0.294 2.187 0.5500
H 3.255 0.047 1.758 -0.0222
O 2.431 -1.582 -1.115 0.2246
H 2.498 -1.434 -2.078 -0.0098
C -0.062 2.792 -1.621 0.0030
C -0.200 1.460 -0.756 -0.0085
C -0.386 0.124 -1.621 -0.0005
O -0.404 -1.066 -0.855 0.0297
C -0.754 -2.212 -1.669 0.0063
N 1.119 1.211 -0.231 0.0327
H -0.598 3.563 -1.067 -0.0011
H -0.781 2.722 -2.437 -0.0001
H 0.860 3.348 -1.791 0.0000
H -0.948 1.655 0.012 0.0016
H 0.373 0.015 -2.396 -0.0010
H -1.337 0.163 -2.153 -0.0029
H 0.028 -2.339 -2.418 -0.0008
H -1.725 -2.201 -2.165 -0.0015
H -0.706 -3.017 -0.935 -0.0016
H 1.389 1.982 0.364 0.0012
H 1.813 1.122 -0.960 0.0024
```

(4)
Computed, not measured: a 2-piece molecular cluster, C5H15NO overall, with wB97M-V/def2-TZVPD.

Computed properties:
* charge: 0
* energy relative to the best compared isomer or geometry (same formula, charge and spin): 57.6 kJ/mol
* structure (SMILES): CC(C)CCN.O

The geometry in XYZ format:
```
22
Properties=species:S:1:pos:R:3:nbo_charge:R:1
C -0.669 -1.450 1.582 -0.5954
C -0.148 -0.318 0.652 -0.2373
C 1.241 0.150 1.030 -0.6005
C -1.107 0.876 0.588 -0.4106
C -1.044 1.674 -0.738 -0.2105
N -0.967 0.935 -1.995 -0.8361
H -0.342 -2.402 1.185 0.2070
H -0.309 -1.313 2.604 0.1988
H -1.757 -1.430 1.589 0.2027
H -0.120 -0.771 -0.340 0.2033
H 2.062 -0.510 0.758 0.2019
H 1.517 1.089 0.554 0.2053
H 1.293 0.349 2.108 0.1989
H -2.119 0.586 0.831 0.1940
H -0.831 1.622 1.329 0.1985
H -1.922 2.315 -0.778 0.1882
H -0.158 2.311 -0.713 0.1810
H -0.111 0.399 -2.033 0.3602
H -1.741 0.289 -2.100 0.3469
O 2.089 -1.295 -1.889 -0.9435
H 2.901 -1.530 -1.421 0.4732
H 2.245 -1.578 -2.804 0.4740
```

(5)
Computed, not measured: a 4-piece molecular cluster, C2H12N2O4 overall in a non-equilibrium geometry, with wB97M-V/def2-TZVPD.

Computed properties:
* charge: 0
* energy relative to the best compared isomer or geometry (same formula, charge and spin): 57.8 kJ/mol
* structure (SMILES): CNC(N)=O.O.O.O

The geometry in XYZ format:
```
20
Properties=species:S:1:pos:R:3:nbo_charge:R:1
C 1.533 1.785 1.271 -0.4228
N 0.673 0.700 0.862 -0.6291
C 0.647 0.461 -0.485 0.7909
N -0.086 -0.671 -0.781 -0.8772
O 1.002 1.192 -1.441 -0.6895
H 2.422 1.354 1.757 0.1881
H 1.848 2.260 0.359 0.2374
H 1.040 2.525 1.929 0.1982
H 0.520 -0.171 1.459 0.4330
H -0.046 -0.861 -1.761 0.4198
H 0.051 -1.470 -0.217 0.3949
O 0.362 -0.221 -3.591 -1.0256
H 0.502 0.465 -2.861 0.5008
H 0.677 0.097 -4.462 0.4824
O -0.684 -1.615 2.238 -0.9897
H -1.623 -1.451 1.949 0.5164
H -0.614 -1.367 3.153 0.4741
O -2.737 -0.799 0.554 -0.9958
H -3.409 -1.517 0.317 0.4806
H -2.078 -0.695 -0.248 0.5132
```

(6)
Computed, not measured: an isolated ion of composition H4N5 and charge +1 in a non-equilibrium geometry, with wB97M-V/def2-TZVPD.

Computed properties:
* charge: +1
* energy relative to the best compared isomer or geometry (same formula, charge and spin): 464.9 kJ/mol
* structure (SMILES): [H]/N=N/N=[NH+]\N

The geometry in XYZ format:
```
9
Properties=species:S:1:pos:R:3:nbo_charge:R:1
H 2.083 1.025 -2.057 0.3935
N 2.046 0.308 -1.384 -0.1884
N 0.983 0.010 -1.035 0.2968
N 0.099 -0.653 -0.691 0.1462
N -0.764 -0.670 0.267 -0.2471
N -0.740 0.451 1.173 -0.6533
H -1.315 -1.580 0.642 0.4703
H -0.856 -0.002 2.088 0.3866
H -1.535 1.111 0.998 0.3954
```

Ordered total energy results: -2212.1166 -2198.1629 -891.7748 -329.4857 -493.9042 -275.7105; unit Eh.